[1]
CH3O4S | ωB97M-V with the def2-TZVPD basis set

Output
HOMO-LUMO gap ... 8.60 eV
Relative energy (zero: lowest compared OMol25 entry of this formula, charge and spin) ... 1.7584 eV
Total charge ... -1
Multiplicity ... 1

```
9
Properties=species:S:1:pos:R:3:forces:R:3
H 0.71940 0.33851 -1.53718 0.364 -0.437 -0.412
O -2.91210 -1.14136 0.49462 0.210 -1.792 1.351
H 0.37201 -0.96024 -0.17140 0.913 0.371 -0.634
O 1.45514 0.74393 0.32688 -0.958 -1.693 -1.792
C 0.78204 0.03424 -0.49552 0.558 1.235 2.751
S -2.92147 0.00873 -0.34438 0.903 1.040 -2.018
O -3.48992 1.18030 0.26627 -0.575 1.021 0.605
H -0.87011 1.03612 0.61132 -0.519 -1.050 -2.732
O -1.01067 0.63411 -0.34395 -0.895 1.305 2.880
```
Positions in Å, forces in eV/Å.



[2]
C24H50ClNO3P2PbSi2 | ωB97M-V with the def2-TZVPD basis set

Output
HOMO-LUMO gap ... 7.17 eV
Relative energy (zero: lowest compared OMol25 entry of this formula, charge and spin) ... 0.4255 eV
Multiplicity ... 1

```
84
Properties=species:S:1:pos:R:3:forces:R:3
H 2.36680 -1.73547 -3.73136 0.042 -0.002 0.338
C 3.79495 0.46977 -2.11076 -0.329 0.108 -0.311
C -1.85313 -0.19017 -2.02061 0.236 -0.317 0.165
C -0.09205 -4.03003 -3.11700 0.196 -0.147 -0.184
C -1.14350 -1.42354 -1.97438 0.402 0.241 -0.253
H -1.08928 -2.99118 -0.36776 -0.286 0.157 -0.213
Pb 0.80971 -0.46065 0.48752 -1.161 -0.221 -0.458
H 1.60875 0.21894 3.81071 -0.021 0.117 0.124
C 1.23001 1.18934 4.14298 0.220 -0.125 -0.008
C -0.48915 -1.66010 -4.97878 0.044 -0.118 -0.260
H 2.18641 3.01005 -2.84807 -0.226 -0.062 -0.127
C -0.76958 0.35263 5.40358 0.126 0.039 0.379
H -0.20863 0.60996 6.30396 0.039 0.031 0.053
H 2.42243 -0.05682 -5.27807 -0.026 0.169 0.190
N 3.04845 -1.62402 2.08618 -0.047 -0.669 0.159
C 1.27760 2.61278 -3.32641 -0.035 -0.001 -0.099
H 1.10596 3.18393 -4.25052 0.046 -0.028 0.292
H 2.15965 -2.29240 -2.05598 -0.140 0.238 -0.229
H -1.14441 -4.34256 -3.18665 0.302 0.061 0.026
H 0.46732 -4.48896 -3.94580 -0.118 -0.074 0.268
C -0.29364 1.20859 4.23771 -0.231 -0.031 -0.282
C -4.84311 -0.88615 1.82055 -0.242 -0.111 0.141
C -2.38508 -1.19517 -0.01300 -0.079 0.279 0.277
H -2.54287 -0.86065 3.91798 0.299 -0.111 -0.117
H -4.18411 2.68580 3.77443 0.113 -0.151 0.071
H 0.30209 -1.93073 -5.69331 -0.224 0.115 0.032
H -3.02854 3.92034 2.17208 0.261 -0.084 -0.067
Si 0.00354 -2.17259 -3.25359 -0.872 0.684 1.161
H -5.50974 -1.47368 1.17005 0.094 0.231 0.184
H -1.39475 -2.23036 -5.23978 0.234 0.222 0.000
H 4.30467 -1.55571 -2.45591 0.311 -0.042 -0.304
H -2.21754 -3.91384 1.85379 -0.283 0.023 -0.019
C -3.22268 -3.47171 1.80916 -0.112 -0.061 0.242
H -1.90662 3.19727 0.99991 -0.006 -0.050 0.287
H -3.78397 1.04294 4.28106 0.164 0.117 -0.118
C -2.61180 1.84263 2.58239 0.188 -0.140 -0.229
O 2.96355 -0.33853 2.07705 0.232 -2.121 0.007
H 0.86322 2.40257 1.38030 0.029 0.205 -0.256
C 4.55689 -0.58646 -2.89647 0.456 -0.145 0.100
H -1.16712 -1.68942 3.14645 -0.273 0.222 -0.038
H 1.63547 1.94853 3.45335 -0.207 -0.250 0.205
C -2.18381 3.22443 2.06247 -0.106 -0.006 0.005
H 1.99278 1.59791 -5.70948 0.088 -0.129 0.111
H 3.95937 1.47990 -0.16215 0.132 -0.222 -0.145
H -0.56350 -0.70143 5.18644 -0.134 0.149 0.192
H -4.91494 0.16834 1.52590 -0.015 -0.293 0.058
H 0.43726 0.73585 -3.97554 0.330 0.146 0.206
H 0.42371 2.78874 -2.65884 0.238 -0.101 -0.104
C 1.76367 -1.59421 -2.81924 0.440 -0.239 -0.355
H -1.82398 0.51217 -2.85186 -0.106 -0.094 0.157
H -0.56023 2.26030 4.38085 -0.290 -0.076 0.068
C 1.42873 1.12846 -3.69312 -0.180 -0.038 0.264
C -3.35184 1.98189 3.91541 -0.189 0.145 0.040
H 5.63407 -0.43002 -2.78362 -0.033 -0.026 0.040
O 2.19154 -2.26900 1.28093 1.504 0.947 1.309
H 5.42587 0.60586 -0.72362 -0.485 0.126 0.198
H -3.27506 0.76852 -0.59069 0.097 -0.099 -0.115
H -3.75809 -3.87552 0.93668 0.166 0.044 0.288
O 3.83881 -2.26475 2.79127 -1.773 1.661 -1.660
H 3.38645 1.31185 -4.66178 -0.260 -0.068 -0.078
H -1.33870 3.63313 2.63798 -0.197 -0.069 -0.149
H -0.71425 -0.59127 -5.07947 0.026 -0.276 -0.018
P -1.14164 0.67352 2.63358 -0.387 0.365 0.325
H 0.19133 2.87407 -0.20909 0.195 0.153 0.128
Cl 1.79972 4.42891 0.63256 0.061 0.683 0.095
H -5.19621 -0.99146 2.85713 -0.042 0.082 -0.236
H 0.32157 -4.38419 -2.16312 -0.106 0.004 -0.236
H 3.93140 1.45035 -2.58204 -0.061 -0.056 0.000
H -2.70902 2.40095 4.70028 -0.135 -0.091 -0.178
H -3.30189 1.39276 1.84927 0.310 0.170 0.186
C 1.09696 2.84524 0.40392 -0.072 -0.837 0.000
H 1.85832 2.24828 -0.10235 -0.201 -0.055 0.011
H -3.77372 -3.73418 2.72474 0.175 -0.138 -0.230
C -1.95899 -0.93219 2.98518 -0.124 -0.134 0.583
Si -3.13296 -1.61618 1.65213 0.765 0.534 -1.194
H 4.04771 -0.28223 -0.05365 0.070 0.114 -0.218
C -2.60587 -0.05340 -0.83575 0.198 -0.347 0.212
C 2.36892 0.96823 -4.89151 -0.013 0.112 -0.218
P 1.94688 0.12592 -2.19635 0.175 -0.020 -0.687
H 4.35404 -0.59958 -3.97584 -0.135 -0.038 0.419
C -1.45826 -2.02128 -0.71610 0.451 0.073 0.307
C 4.32007 0.57821 -0.67749 0.284 -0.134 0.004
H 1.64939 1.38251 5.14224 -0.022 0.007 -0.300
H -1.83181 0.47944 5.64674 0.244 -0.129 -0.213
```
Positions in Å, forces in eV/Å.



[3]
C4H3N3 | ωB97M-V with the def2-TZVPD basis set

Output
HOMO-LUMO gap ... 10.01 eV
Relative energy (zero: lowest compared OMol25 entry of this formula, charge and spin) ... 1.9446 eV
Multiplicity ... 1
SMILES ... N#C/C=C\NC#N

```
10
Properties=species:S:1:pos:R:3:forces:R:3
N 0.51190 1.86053 1.51671 -0.363 0.261 -0.310
C 0.53816 -0.73640 -0.43514 -1.465 -0.241 0.388
N 1.10863 0.52659 -0.45637 2.052 -1.285 -2.033
N -2.41123 0.94931 0.16230 -1.535 1.577 0.203
H 2.11026 0.56916 -0.83102 -2.186 0.358 1.078
C -0.70833 -0.97732 -0.05190 -2.983 -1.015 0.557
C -1.64795 0.11207 0.16170 1.735 -2.023 -0.458
C 0.69338 1.29426 0.52975 1.150 1.439 1.664
H -1.27699 -2.00530 0.04737 1.970 2.010 -0.379
H 1.08218 -1.59290 -0.64339 1.624 -1.081 -0.711
```
Positions in Å, forces in eV/Å.



[4]
C3H7N3O | ωB97M-V with the def2-TZVPD basis set

Output
HOMO-LUMO gap ... 8.31 eV
Relative energy (zero: lowest compared OMol25 entry of this formula, charge and spin) ... 3.9006 eV
Multiplicity ... 1

```
14
Properties=species:S:1:pos:R:3:forces:R:3
H 0.62014 1.89485 1.16638 -0.575 -0.428 0.165
C -0.62385 -0.60652 0.21201 3.521 1.343 -0.508
N 0.86820 -0.78637 0.36993 -4.923 -3.023 -0.495
H 1.65968 0.31982 -1.30423 -0.583 -0.085 -0.417
H 0.95863 -1.66979 -0.15676 0.875 0.638 0.223
N -1.39060 -1.66567 -0.20080 1.808 -1.069 1.888
H -1.25750 -2.48896 0.45148 -0.763 1.314 -1.220
N -0.85140 0.67224 0.12158 -0.797 -1.420 0.677
H 2.41811 0.24578 0.27208 -0.078 1.970 -0.419
H -2.30512 -1.36253 -0.37938 -1.765 0.081 -0.052
H 0.10267 2.34921 -0.43929 0.649 -0.471 -0.276
C 1.44042 0.36321 -0.24259 1.104 1.473 1.134
C 0.34180 1.48173 0.18958 2.413 -0.410 -0.543
O -1.98118 1.25302 -0.06000 -0.887 0.087 -0.156
```
Positions in Å, forces in eV/Å.



no.,E_LUMO (eV)
1,3.9
2,-0.1
3,0.2
4,0.8